P) Below is one molecule with the formula C3H8N2S2, with properties calculated with wB97M-V/def2-TZVPD.

Results
highest occupied orbital energy	-8.8	eV
E_LUMO	0.798	eV
SMILES	C=NNC(C)(S)S
spin multiplicity	1

Element x y z (Å)
C  2.4115  -0.9385  0.8350
C  -0.8010  0.0929  -0.1296
C  -1.2514  1.0433  -1.2232
N  1.1881  -0.6552  0.9340
N  0.6055  0.1752  0.0546
S  -1.3412  -1.6278  -0.6258
S  -1.6732  0.4654  1.4609
H  3.0563  -0.5759  0.0329
H  2.8465  -1.5590  1.5972
H  -0.9775  2.0687  -0.9801
H  -2.3300  0.9805  -1.3452
H  -0.7824  0.7631  -2.1656
H  -1.1594  -2.1595  0.5795
H  1.1302  0.4066  -0.7912
H  -0.9221  1.5201  1.7666

=====

Q) Below is one molecule with the formula C3H8N2S2, with properties calculated with wB97M-V/def2-TZVPD.

Results
highest occupied orbital energy	-8.0	eV
E_LUMO	0.605	eV
SMILES	CS/N=C(\C)NS
spin multiplicity	1

Element x y z (Å)
C  2.3766  -0.9420  -1.3586
C  -0.8758  0.3868  0.2202
C  -1.3187  -0.9640  0.5956
H  2.9349  -1.9287  -1.5582
H  2.1179  -0.2031  -2.1724
H  2.8495  -0.1179  -0.6257
H  -1.7895  -1.8266  -0.1001
H  -0.4374  -1.4229  1.2003
H  -2.2362  -0.8647  1.2618
H  -2.1941  1.3547  1.2825
H  -0.1264  2.8634  1.2334
N  0.3708  0.3636  -0.1311
N  -1.8015  1.5030  0.3542
S  1.0576  -1.2209  -0.2828
S  -0.9276  3.0193  0.0810

=====

Least stable: Q)

=====

P) Below is an isolated ion of composition C2H3N2O2 and charge -1, with properties calculated with wB97M-V/def2-TZVPD.

Results
highest occupied orbital energy (spin up / spin down)	-2.0 / -1.9	eV
net charge	-1
E_LUMO (spin up / spin down)	4.403 / 4.370	eV
spin multiplicity	1

Element x y z (Å)
C  0.8041  -0.7227  0.1314
C  -0.3689  -0.0500  -0.6120
N  1.5247  -0.2017  0.9896
N  -0.6129  0.9664  0.4138
O  -1.6408  0.8020  1.1486
O  0.4708  1.3747  0.8636
H  1.0823  -1.6185  -0.5233
H  -0.0772  0.2543  -1.7521
H  -1.1821  -0.8045  -0.6595

=====

Q) Below is a 2-piece molecular cluster, C2H3N2O2 overall, with properties calculated with wB97M-V/def2-TZVPD.

Results
highest occupied orbital energy	-3.1	eV
net charge	-1
E_LUMO	3.968	eV
spin multiplicity	1

Element x y z (Å)
C  1.5079  -0.3870  -1.5470
C  -0.7969  0.5560  0.9889
N  1.6298  0.4499  -2.3247
N  -0.5631  -1.2958  -0.4769
O  1.4465  -1.1658  -0.6461
O  -0.8993  -0.8995  0.6577
H  -0.4321  0.6485  1.9490
H  -1.7360  1.0456  1.1159
H  -0.1568  1.0481  0.2832

=====

R) Below is an isolated ion of composition C2H3N2O2 and charge -1, with properties calculated with wB97M-V/def2-TZVPD.

Results
highest occupied orbital energy	-3.2	eV
net charge	-1
E_LUMO	4.033	eV
SMILES	O=C([O-])N1CN1
spin multiplicity	1

Element x y z (Å)
C  1.5746  0.2676  -0.1072
C  -1.0709  0.4070  -0.0928
N  -0.7479  -1.0204  -0.1790
N  0.2475  -0.0951  0.3127
O  2.4228  -0.9773  0.2061
O  1.9289  1.2942  -0.5718
H  -1.4711  0.8339  -1.0375
H  -1.8129  0.6663  0.7217
H  -1.0709  -1.3762  0.7478

=====

Least stable: P)

=====

P) Below is one molecule with the formula C2H5NS2, with properties calculated with wB97M-V/def2-TZVPD.

Results
highest occupied orbital energy	-8.6	eV
E_LUMO	0.496	eV
SMILES	CSNC=S
spin multiplicity	1

Element x y z (Å)
C  1.6894  0.1815  1.9770
C  -0.7167  -0.5816  -0.5649
H  2.6342  0.6747  1.9044
H  1.7278  -0.7233  1.2752
H  1.4248  0.0294  2.9817
H  0.6162  0.8271  -0.9767
H  -1.2920  -1.0012  0.2811
N  0.0830  0.4408  -0.2510
S  0.3132  1.1910  1.2716
S  -1.0337  -1.2217  -2.0329

=====

Q) Below is one molecule with the formula C2H5NS2, with properties calculated with wB97M-V/def2-TZVPD.

Results
highest occupied orbital energy	-8.6	eV
E_LUMO	0.644	eV
SMILES	CSC(N)=S
spin multiplicity	1

Element x y z (Å)
C  -1.9450  -0.9986  0.1284
C  0.5190  0.2872  -0.0604
H  -2.9638  -0.9387  0.6431
H  -1.2162  -1.5413  0.7315
H  -2.0255  -1.4209  -0.9086
H  0.6418  2.3097  0.1593
H  2.0334  1.4912  0.4896
N  1.1603  1.4214  0.0670
S  -1.1910  0.6681  -0.0919
S  1.4387  -1.0170  -0.0326

=====

Least stable: P)